Here is the molecule C6H10N2 in a non-equilibrium geometry from the Open Molecules 2025 dataset. Energies are from the ωB97M-V functional and the def2-TZVPD basis.

```
18
C6H10N2, DFT the ωB97M-V functional and the def2-TZVPD basis
C -3.7069 -0.2035 0.1782
C -2.4826 -0.6217 0.1222
N -1.3537 -1.0880 -0.0371
N -0.1282 -0.8095 -0.6085
C 0.5404 0.4420 -0.5265
C -0.0622 1.6633 0.1155
C 0.9144 -0.7015 0.3531
C 2.1492 -1.5485 0.0891
H -4.4863 -0.8410 -0.3655
H -4.1800 0.5330 0.8174
H 1.1613 0.5265 -1.5083
H -0.9344 1.3257 0.6416
H -0.3262 2.3154 -0.6328
H 0.5451 1.9857 0.9313
H 0.6454 -0.5032 1.4266
H 1.9688 -2.5964 0.4404
H 3.0253 -1.1239 0.5954
H 2.2198 -1.4717 -1.0208
```

Calculated values
HOMO: -8.31 eV
LUMO level: 1.1 eV

The computed Mulliken charges, all in e, follow:
1. C -1.131
2. C 0.832
3. N -0.497
4. N -0.083
5. C 0.148
6. C -1.298
7. C 0.235
8. C -1.230
9. H 0.207
10. H 0.270
11. H 0.307
12. H 0.263
13. H 0.378
14. H 0.334
15. H 0.379
16. H 0.289
17. H 0.296
18. H 0.300